# 1
Below is a structure of composition C3H2LiO3Sn in a non-equilibrium geometry, with properties calculated with ωB97M-V/def2-TZVPD.

Values from the calculation:
Orbital gap (alpha / beta), eV: 3.60 / 6.00
Energy relative to the best compared isomer or geometry (same formula, charge and spin), eV: 1.391
Calculated total energy, a.u.: -562.90517
Multiplicity: 2
<S²>: 0.7546
Molar mass, g/mol: 211.698

Last column: natural (NBO) charge in e.
Cartesian coordinates (Å):
1 O -1.95 -0.26 1.50  -0.535
2 O -0.33 -0.39 -0.79  -0.530
3 C 0.43 0.17 -1.76  0.254
4 C 0.06 -0.30 0.58  -0.488
5 O 1.52 0.67 -1.38  -0.774
6 C -0.83 0.34 1.45  0.316
7 Li -0.31 -0.08 -3.69  0.903
8 H -0.50 0.67 2.46  0.160
9 H -0.11 -1.42 1.08  0.243
10 Sn 2.03 0.60 0.55  0.450

# 2
Below is a structure of composition C3H2MgO3 in a non-equilibrium geometry, with properties calculated with ωB97M-V/def2-TZVPD.

Values from the calculation:
Orbital gap (alpha / beta), eV: 4.56 / 4.48
Energy relative to the best compared isomer or geometry (same formula, charge and spin), eV: 3.327
Calculated total energy, a.u.: -541.17639
Multiplicity: 1
Molar mass, g/mol: 110.351

Last column: natural (NBO) charge in e.
Cartesian coordinates (Å):
1 H -0.62 0.81 -2.00  0.156
2 O -0.17 -1.12 -1.38  -1.035
3 C 0.10 0.23 -1.38  -0.130
4 C 0.17 0.77 0.02  0.090
5 C 1.44 1.02 0.81  0.524
6 O -0.91 0.39 0.76  -0.983
7 O 2.23 0.46 1.46  -0.492
8 Mg -1.13 -1.44 0.23  1.714
9 H 1.06 0.94 -1.57  0.156

# 3
Below is a structure of composition C3H2MgO3Tl in a non-equilibrium geometry, with properties calculated with ωB97M-V/def2-TZVPD.

Values from the calculation:
Orbital gap (alpha / beta), eV: 3.71 / 3.73
Energy relative to the best compared isomer or geometry (same formula, charge and spin), eV: 0.000
Calculated total energy, a.u.: -713.69829
Multiplicity: 2
<S²>: 0.9580
Molar mass, g/mol: 314.734

Last column: natural (NBO) charge in e.
Cartesian coordinates (Å):
1 O 2.43 1.08 0.92  -0.461
2 C 2.66 0.76 -0.16  0.163
3 O -0.89 1.06 -1.03  -0.844
4 C -1.58 0.67 -0.08  0.099
5 C -1.29 -0.68 0.61  0.071
6 O -0.36 -1.39 0.23  -0.849
7 Mg 0.57 -0.23 -1.03  1.449
8 H -2.43 1.21 0.34  0.142
9 H -1.99 -0.93 1.41  0.139
10 Tl 2.90 -1.56 -1.22  0.091

# 4
Below is a structure of composition C3H2N2 in a non-equilibrium geometry, with properties calculated with ωB97M-V/def2-TZVPD.

Values from the calculation:
Orbital gap (alpha / beta), eV: 7.20 / 7.17
Energy relative to the best compared isomer or geometry (same formula, charge and spin), eV: 8.626
Calculated total energy, a.u.: -224.68019
Multiplicity: 1
Molar mass, g/mol: 66.063

Last column: natural (NBO) charge in e.
Cartesian coordinates (Å):
1 C 1.50 -0.34 -0.89  0.008
2 C 0.68 -0.78 -2.34  0.373
3 C 0.13 -0.07 -0.36  -0.548
4 N -0.54 -0.83 -2.49  -0.266
5 N -0.93 -0.45 -1.27  -0.193
6 H 0.16 -0.52 0.65  0.292
7 H -0.16 1.01 -0.40  0.335

# 5
Below is an isolated molecule of C3H2N2 in a non-equilibrium geometry, with properties calculated with ωB97M-V/def2-TZVPD.

Values from the calculation:
Orbital gap (alpha / beta), eV: 7.92 / 7.93
Energy relative to the best compared isomer or geometry (same formula, charge and spin), eV: 3.108
Calculated total energy, a.u.: -224.88296
Multiplicity: 1
Molar mass, g/mol: 66.063

Last column: natural (NBO) charge in e.
Cartesian coordinates (Å):
1 C 0.84 0.77 0.22  -0.268
2 C -0.45 -1.15 0.22  0.179
3 C 2.03 0.17 0.11  0.214
4 N 2.92 -0.53 -0.11  -0.320
5 N -0.20 0.01 0.12  -0.232
6 H 0.87 1.78 0.53  0.231
7 H -0.92 -1.89 -0.29  0.196

# 6
Below is a cluster of 2 separate species, C3H2N2O in total in a non-equilibrium geometry, with properties calculated with ωB97M-V/def2-TZVPD.

Values from the calculation:
Orbital gap (alpha / beta), eV: 9.55 / 9.55
Energy relative to the best compared isomer or geometry (same formula, charge and spin), eV: 0.965
Calculated total energy, a.u.: -300.19595
Multiplicity: 1
Molar mass, g/mol: 82.062

Last column: natural (NBO) charge in e.
Cartesian coordinates (Å):
1 C 0.59 -1.19 0.64  0.387
2 C 0.33 -0.07 -1.51  0.059
3 C -1.07 1.95 1.44  0.481
4 N 0.47 -1.60 1.74  -0.331
5 N 0.83 -0.47 -0.42  -0.461
6 O -1.36 1.06 2.04  -0.480
7 H 0.91 0.59 -2.08  0.179
8 H -0.70 -0.27 -1.86  0.166

# 7
Below is an isolated molecule of C3H2N2O in a non-equilibrium geometry, with properties calculated with ωB97M-V/def2-TZVPD.

Values from the calculation:
Orbital gap, eV: 10.91
Energy relative to the best compared isomer or geometry (same formula, charge and spin), eV: 1.425
Calculated total energy, a.u.: -300.17903
Multiplicity: 1
Molar mass, g/mol: 82.062
SMILES string: N#C[C@H]1NC1=O

Last column: natural (NBO) charge in e.
Cartesian coordinates (Å):
1 C 0.36 -0.57 1.35  0.231
2 C -0.09 0.89 -0.57  0.706
3 C 0.67 -0.29 -0.03  -0.266
4 N -0.02 -0.67 2.45  -0.270
5 N -0.61 -0.27 -0.93  -0.600
6 O -0.06 2.05 -0.70  -0.490
7 H 1.35 -0.77 -0.72  0.272
8 H -1.60 -0.38 -0.85  0.418

# 8
Below is a structure of composition C3H2N2O in a non-equilibrium geometry, with properties calculated with ωB97M-V/def2-TZVPD.

Values from the calculation:
Orbital gap, eV: 9.29
Energy relative to the best compared isomer or geometry (same formula, charge and spin), eV: 4.926
Calculated total energy, a.u.: -300.05040
Multiplicity: 1
Molar mass, g/mol: 82.062

Last column: natural (NBO) charge in e.
Cartesian coordinates (Å):
1 C 0.71 0.49 0.68  -0.242
2 C 0.95 -0.67 0.14  0.434
3 C -0.72 0.37 0.34  0.713
4 N -0.12 1.55 0.03  -0.605
5 N 0.43 -1.70 -0.13  -0.609
6 O -1.81 0.01 0.62  -0.482
7 H 0.07 1.94 -0.85  0.387
8 H 0.71 -2.61 0.19  0.406

# 9
Below is an isolated molecule of C3H2N2O2 in a non-equilibrium geometry, with properties calculated with ωB97M-V/def2-TZVPD.

Values from the calculation:
Orbital gap, eV: 9.54
Energy relative to the best compared isomer or geometry (same formula, charge and spin), eV: 5.700
Calculated total energy, a.u.: -375.30206
Multiplicity: 1
Molar mass, g/mol: 98.061
SMILES string: O=c1ccn2on12

Last column: natural (NBO) charge in e.
Cartesian coordinates (Å):
1 C 0.74 -0.65 0.07  -0.322
2 C 0.94 0.69 -0.12  -0.006
3 C -0.72 -0.93 -0.15  0.596
4 N -0.38 1.34 -0.37  -0.044
5 N -1.39 0.40 -0.48  -0.044
6 O -1.37 -1.91 0.19  -0.471
7 O -1.22 1.16 0.71  -0.214
8 H 1.61 -1.46 0.20  0.269
9 H 1.79 1.36 -0.05  0.237

# 10
Below is a structure of composition C3H2N2O2, with properties calculated with ωB97M-V/def2-TZVPD.

Values from the calculation:
Orbital gap, eV: 9.65
Energy relative to the best compared isomer or geometry (same formula, charge and spin), eV: 4.549
Calculated total energy, a.u.: -375.34436
Multiplicity: 1
Molar mass, g/mol: 98.061

Last column: natural (NBO) charge in e.
Cartesian coordinates (Å):
1 O 1.36 -0.89 0.15  -0.463
2 C 0.81 -2.08 -0.07  0.151
3 C 0.38 0.05 0.12  0.765
4 N -0.05 0.66 -0.93  -0.494
5 C -1.06 1.40 -0.37  0.148
6 N -1.22 1.25 0.91  -0.127
7 O -0.23 0.33 1.25  -0.280
8 H 1.69 -2.75 -0.12  0.083
9 H -1.69 2.06 -0.95  0.217

# 11
Below is an isolated molecule of C3H2N2O2 in a non-equilibrium geometry, with properties calculated with ωB97M-V/def2-TZVPD.

Values from the calculation:
Orbital gap, eV: 11.66
Energy relative to the best compared isomer or geometry (same formula, charge and spin), eV: 1.575
Calculated total energy, a.u.: -375.45365
Multiplicity: 1
Molar mass, g/mol: 98.061

Last column: natural (NBO) charge in e.
Cartesian coordinates (Å):
1 N -1.43 -0.74 -0.30  -0.571
2 C -0.72 0.14 0.22  0.653
3 O 0.61 0.07 0.61  -0.509
4 C 1.52 -0.45 -0.27  0.649
5 O 1.28 -0.83 -1.37  -0.535
6 C -1.64 2.46 0.82  0.392
7 N -1.22 1.39 0.55  -0.594
8 H -0.91 -1.59 -0.50  0.371
9 H 2.50 -0.46 0.23  0.143

# 12
Below is an isolated molecule of C3H2N2O2, with properties calculated with ωB97M-V/def2-TZVPD.

Values from the calculation:
Orbital gap, eV: 7.86
Energy relative to the best compared isomer or geometry (same formula, charge and spin), eV: 5.031
Calculated total energy, a.u.: -375.32665
Multiplicity: 1
Molar mass, g/mol: 98.061

Last column: natural (NBO) charge in e.
Cartesian coordinates (Å):
1 O 2.48 -1.37 -0.05  -0.476
2 C 1.48 -1.36 -0.72  0.320
3 C 0.16 -1.06 -0.16  0.232
4 N -0.51 -0.07 -0.06  -0.225
5 C -1.35 0.89 0.16  -0.019
6 N -1.34 1.70 1.33  0.098
7 O -0.28 1.82 1.88  -0.289
8 H 1.46 -1.63 -1.79  0.148
9 H -2.12 1.11 -0.56  0.210

Q: The highest energy relative to the best compared isomer or geometry (same formula, charge and spin) belongs to which entry?
A: number 4

Q: Which value of molar mass does entry 9 give?
A: 98.061 g/mol

Copy entry 4 word for word.
Below is a structure of composition C3H2N2 in a non-equilibrium geometry, with properties calculated with ωB97M-V/def2-TZVPD.

Values from the calculation:
Orbital gap (alpha / beta), eV: 7.20 / 7.17
Energy relative to the best compared isomer or geometry (same formula, charge and spin), eV: 8.626
Calculated total energy, a.u.: -224.68019
Multiplicity: 1
Molar mass, g/mol: 66.063

Last column: natural (NBO) charge in e.
Cartesian coordinates (Å):
1 C 1.50 -0.34 -0.89  0.008
2 C 0.68 -0.78 -2.34  0.373
3 C 0.13 -0.07 -0.36  -0.548
4 N -0.54 -0.83 -2.49  -0.266
5 N -0.93 -0.45 -1.27  -0.193
6 H 0.16 -0.52 0.65  0.292
7 H -0.16 1.01 -0.40  0.335